This record from the Open Molecules 2025 dataset describes C4H4MgO5Rb as an isolated structure at a distorted geometry. The level of theory is ωB97M-V/def2-TZVPD.

Each line ends with the Löwdin charge.
Atoms and positions in Å:
O -1.083 0.559 -0.648  -0.0471
C -0.588 -0.458 -0.170  -0.3840
O -0.006 -0.519 0.944  -0.1128
Rb 1.234 -4.559 1.967  0.9654
Mg -0.391 1.642 1.027  1.0895
C -0.472 2.953 2.695  -0.0858
C 0.531 3.778 2.946  -0.1816
H -1.338 2.859 3.362  0.0462
H 1.209 4.267 2.246  0.1290
O 0.894 5.062 6.197  0.3020
C 0.313 4.681 5.124  -0.4958
O -0.902 5.015 4.908  0.2505
O 1.041 4.074 4.277  0.1537
H 0.284 5.473 6.832  0.1913
H -1.204 4.761 3.966  0.1795

Calculated values
**Charge**: +2
**F_max**: 1.698 eV/A
**LUMO (alpha / beta)**: -5.93 / -6.82 eV
**Orbital gap (alpha / beta)**: 8.694 / 9.399 eV
**Energy relative to the best compared isomer or geometry (same formula, charge and spin)**: 18.8 kcal/mol
**Energy**: -754.625242 a.u.
**Spin multiplicity**: 2